No. 1
ORCA calculation (ωB97M-V with the def2-TZVPD basis set) on the ion C4H7F2N2 with charge +1.

The geometry in ORCA input format:
```
! RIJCOSX wB97M-V def2-TZVPD def2/J DEFGRID3
* xyz 1 1
C -1.47423 0.74810 0.20974
C 0.57360 0.07417 -0.60755
C -0.23662 -1.28632 -0.33071
C 1.75264 0.27788 0.36314
N -0.43689 1.07897 -0.56326
N -1.42024 -0.49154 0.65231
F -2.47991 1.52202 0.48612
F -0.97058 -1.91155 -1.18463
H 1.00887 -0.05936 -1.57116
H 0.28558 -1.95397 0.36880
H 2.17392 1.22393 0.30561
H 2.59029 -0.45694 0.25486
H 1.26508 0.14511 1.48009
H -0.56649 1.97353 -1.11689
H -2.06502 -0.88401 1.25353
*
```

The SMILES is C[C@@H]1NC(F)=[NH+][C@H]1F. For the HOMO-LUMO gap, the calculation gives 12.23 eV. The calculation puts the energy relative to the best compared isomer or geometry (same formula, charge and spin) at 14.2 kcal/mol.

Atom charges from the Mulliken analysis, given in e for atoms 1 to 5: 0.410, 0.217, 0.044, -1.286, -0.133

No. 2
ORCA calculation (ωB97M-V with the def2-TZVPD basis set) on the ion C5H11IN with charge +1.

The geometry in ORCA input format:
```
! RIJCOSX wB97M-V def2-TZVPD def2/J DEFGRID3
* xyz 1 1
C -0.29406 -0.56712 -0.12592
C -0.28578 1.43910 1.89299
C -0.16330 0.90627 0.29053
C 1.17093 1.56018 0.03069
C -0.39563 -2.54601 -1.55310
N -0.07115 -1.21071 -1.22642
I -1.92784 0.85114 3.04336
H -1.07731 1.38562 -0.26626
H -0.61429 -1.10325 0.79179
H 0.73699 1.09806 2.24144
H -0.19818 2.54938 1.81857
H 2.04012 1.04141 0.65944
H 1.06672 2.57713 0.38059
H 1.50459 1.55313 -1.04472
H -1.32733 -2.60314 -2.03616
H 0.32290 -3.17035 -2.18106
H -0.53961 -3.05812 -0.58262
H 0.05225 -0.70270 -2.13315
*
```

The SMILES is C/[NH+]=C/[C@H](C)CI. For the HOMO-LUMO gap, the calculation gives 8.03 eV. The calculation puts the energy relative to the best compared isomer or geometry (same formula, charge and spin) at 42.7 kcal/mol.

Atom charges from the Mulliken analysis, given in e for atoms 1 to 5: 0.141, -1.064, 0.119, -1.278, -0.802

No. 3
ORCA calculation (ωB97M-V with the def2-TZVPD basis set) on a cluster of 13 separate species, C52H78O39 in total.

The geometry in ORCA input format:
```
! RIJCOSX wB97M-V def2-TZVPD def2/J DEFGRID3
* xyz 0 1
C 12.46766 0.57768 -3.82493
C 12.38815 0.53961 -5.36591
C 13.59230 -0.04763 -6.02441
O 13.06259 -0.83422 -7.04660
C 11.74281 -0.95334 -6.83574
O 11.09936 -1.69081 -7.53673
O 11.27784 -0.22289 -5.83180
H 13.16104 1.32631 -3.44169
H 12.58224 -0.40194 -3.36091
H 11.46479 0.82719 -3.47840
H 12.22690 1.52642 -5.79986
H 14.28942 -0.55183 -5.35515
H 14.17312 0.74621 -6.49407
C -1.60546 -8.92729 -2.01717
C -0.38899 -9.52361 -2.75834
C -0.47414 -9.73747 -4.26305
O 0.69481 -9.25225 -4.82791
C 1.45880 -8.82136 -3.79813
O 2.54923 -8.33211 -4.04408
O 0.78160 -8.77787 -2.62527
H -2.46990 -9.56337 -2.20752
H -1.75395 -7.89129 -2.32174
H -1.42406 -8.98907 -0.94415
H -0.16290 -10.45852 -2.24557
H -1.31808 -9.20047 -4.69607
H -0.67880 -10.80158 -4.38086
C 14.51039 -7.10933 -6.97340
C 15.14724 -5.79326 -6.67933
C 15.85997 -5.76649 -5.29091
O 17.06339 -5.12611 -5.56913
C 17.23257 -4.98456 -6.89927
O 18.14609 -4.35557 -7.38276
O 16.25923 -5.64526 -7.55899
H 15.00801 -7.95509 -6.49889
H 14.34603 -7.25898 -8.04049
H 13.50382 -7.10039 -6.55526
H 14.41898 -4.98799 -6.77564
H 16.03134 -6.73573 -4.82260
H 15.28763 -5.05982 -4.68997
C 17.86734 -2.20173 -13.08779
C 17.05230 -2.80431 -11.96773
C 15.65451 -2.13896 -11.66002
O 14.76832 -3.23749 -11.63280
C 15.35215 -4.34491 -12.07404
O 14.76088 -5.40588 -12.22199
O 16.63275 -4.11025 -12.34980
H 18.29254 -1.24115 -12.79694
H 17.17012 -1.99515 -13.89977
H 18.69925 -2.77107 -13.50236
H 17.58621 -2.95960 -11.03023
H 15.40347 -1.41469 -12.43495
H 15.73669 -1.58928 -10.72236
C 2.41029 -5.92461 -17.51889
C 2.64785 -5.06622 -16.27416
C 2.30378 -5.69955 -14.96899
O 3.49239 -5.61351 -14.26050
C 4.44461 -4.93261 -15.05500
O 5.59272 -4.62481 -14.67436
O 3.97953 -4.65783 -16.18264
H 2.67949 -5.33530 -18.39544
H 1.37992 -6.22153 -17.71457
H 3.07113 -6.79046 -17.56004
H 1.98128 -4.20505 -16.32084
H 1.89565 -6.70577 -15.06412
H 1.54406 -5.00422 -14.61200
C 1.17938 -3.72968 -6.23187
C 0.94292 -4.24604 -7.70697
C -0.11105 -3.38934 -8.40639
O 0.74535 -2.51401 -9.16257
C 1.95313 -2.91468 -9.16959
O 2.88058 -2.35509 -9.81709
O 2.06852 -4.06650 -8.52465
H 2.13986 -4.15526 -5.94128
H 0.40980 -4.16470 -5.59422
H 1.29616 -2.64626 -6.20623
H 0.77141 -5.31956 -7.62807
H -0.65908 -2.68556 -7.77992
H -0.70736 -4.05470 -9.03073
C 7.61278 -10.65543 -5.17139
C 7.12179 -10.77093 -6.62326
C 8.31039 -11.17552 -7.55607
O 7.67597 -12.07715 -8.44582
C 6.49545 -12.42169 -8.00419
O 5.80099 -13.25021 -8.65604
O 6.21163 -11.85472 -6.84151
H 7.90996 -11.66516 -4.88816
H 6.82638 -10.34372 -4.48398
H 8.46752 -10.00320 -4.99219
H 6.61144 -9.89182 -7.01672
H 9.14131 -11.69827 -7.08237
H 8.70875 -10.26311 -7.99983
C 7.09235 0.46065 -12.86732
C 8.39147 -0.11025 -12.32815
C 9.28501 -0.81004 -13.41830
O 10.50425 -0.13272 -13.23416
C 10.49597 0.81353 -12.37359
O 11.49463 1.54584 -12.13768
O 9.25326 0.93729 -11.87579
H 6.72443 1.12373 -12.08434
H 6.36151 -0.33708 -12.99997
H 7.22498 1.02331 -13.79140
H 8.14265 -0.83663 -11.55448
H 9.02996 -0.73880 -14.47564
H 9.34860 -1.87420 -13.19111
C 5.27105 -16.51818 -13.22100
C 5.73664 -15.37512 -14.23726
C 6.57962 -14.23526 -13.62159
O 7.56772 -14.10610 -14.59202
C 7.65689 -15.24231 -15.34126
O 8.52849 -15.57323 -16.12495
O 6.64810 -16.02821 -15.04340
H 4.92503 -16.05986 -12.29454
H 6.11929 -17.10655 -12.87114
H 4.52139 -17.10746 -13.74907
H 4.93812 -15.01509 -14.88599
H 6.93688 -14.35869 -12.59923
H 5.95727 -13.34191 -13.56961
C 1.62889 -11.57487 -11.13300
C 1.11089 -10.94680 -9.83509
C 0.72037 -9.46502 -10.07867
O -0.58959 -9.44232 -9.51871
C -1.08385 -10.65619 -9.31241
O -2.22315 -10.86080 -8.90153
O -0.15471 -11.53643 -9.50919
H 2.68621 -11.31141 -11.16072
H 1.08609 -11.27535 -12.02952
H 1.48823 -12.65045 -11.23997
H 1.81159 -10.88303 -9.00260
H 0.71843 -9.13851 -11.11862
H 1.36281 -8.79514 -9.50715
C 7.05144 -5.57727 -8.29086
C 7.46108 -5.77079 -9.82017
C 8.89063 -6.23228 -10.13004
O 8.69432 -7.35615 -10.91511
C 7.36999 -7.56415 -11.16246
O 6.87148 -8.39573 -11.87334
O 6.67619 -6.84482 -10.28062
H 6.79350 -4.52799 -8.14744
H 7.83261 -5.94175 -7.62375
H 6.21076 -6.22626 -8.04559
H 7.17813 -4.89555 -10.40498
H 9.40652 -6.62760 -9.25502
H 9.61935 -5.58399 -10.61664
C 10.40884 -9.07413 -16.00269
C 9.91702 -7.67767 -16.42143
C 10.59820 -6.61330 -15.61876
O 11.13956 -5.69269 -16.54502
C 10.87640 -6.08036 -17.75526
O 11.17756 -5.50024 -18.76415
O 10.40673 -7.31551 -17.73374
H 11.48975 -9.21165 -16.03103
H 9.86871 -9.82658 -16.57730
H 10.07971 -9.26766 -14.98175
H 8.90041 -7.28746 -16.37289
H 11.44076 -7.02952 -15.06654
H 9.93960 -6.12041 -14.90363
C 7.72539 3.34643 -6.76706
C 6.40779 2.62311 -6.53066
C 6.50287 1.13663 -6.50890
O 5.61033 0.74631 -5.49185
C 5.37988 1.83128 -4.74738
O 4.84434 1.77335 -3.64180
O 5.98347 2.91334 -5.23193
H 8.09538 3.25683 -7.78842
H 8.56531 3.01713 -6.15534
H 7.57410 4.39673 -6.51793
H 5.63486 3.07232 -7.15428
H 7.46842 0.83917 -6.09983
H 6.40877 0.52673 -7.40738
*
```

For the HOMO-LUMO gap, the calculation gives 10.14 eV. The calculation puts the energy relative to the best compared isomer or geometry (same formula, charge and spin) at 191.3 kcal/mol.

Atom charges from the Mulliken analysis, given in e for atoms 1 to 5: -1.493, 0.560, -0.426, -0.254, 0.626

No. 4
ORCA calculation (ωB97M-V with the def2-TZVPD basis set) on a cluster of 2 separate species, C5H10N2O in total.

The geometry in ORCA input format:
```
! RIJCOSX wB97M-V def2-TZVPD def2/J DEFGRID3
* xyz 0 1
C 1.86905 -1.31312 -0.44400
C 1.63836 -2.43089 -1.41700
C 1.08044 -1.03295 0.56596
N -1.28135 1.38227 -1.38487
C -1.22793 2.08637 0.85157
C -1.51447 1.98540 2.14434
O -1.16353 0.99939 -0.01381
N 0.35580 -1.10854 1.54596
H 2.81626 -0.79802 -0.51419
H -0.36675 1.22822 -1.80642
H -1.95176 0.73768 -1.79966
H -0.46935 -0.51424 1.55721
H -1.35641 3.02634 0.32826
H 0.65695 -2.87501 -1.26918
H 2.39397 -3.20842 -1.29226
H 1.71924 -2.06966 -2.44344
H -1.37349 1.06314 2.68016
H -1.82501 2.84203 2.71135
*
```

The SMILES is CC=C=N.C=CON. For the HOMO-LUMO gap, the calculation gives 9.40 eV. The calculation puts the energy relative to the best compared isomer or geometry (same formula, charge and spin) at 107.0 kcal/mol.

Atom charges from the Mulliken analysis, given in e for atoms 1 to 5: -0.554, -0.986, 0.587, -0.570, 0.240

No. 5
ORCA calculation (ωB97M-V with the def2-TZVPD basis set) on a structure of composition C15H34NbO4.

The geometry in ORCA input format:
```
! RIJCOSX wB97M-V def2-TZVPD def2/J DEFGRID3
* xyz -1 1
C -0.12257 1.59868 -1.69729
O 1.10954 1.04507 -1.30902
C 1.20069 -0.33827 -1.61060
C 2.32441 -0.97085 -0.83738
C 2.21345 -0.80794 0.70296
C 0.76857 -0.78894 1.17629
C 0.58736 -0.95745 2.70606
Nb -1.66389 -0.71041 3.14395
C -3.91245 -0.48847 3.38976
C -1.74145 -2.76085 4.22151
C -2.34884 -3.76957 3.38350
O -3.51494 -3.85656 3.12326
H -0.55150 1.05157 -2.53447
H 0.03949 2.62551 -2.00759
H -0.83898 1.62352 -0.87744
H 0.26126 -0.85864 -1.46882
H 1.41993 -0.41012 -2.67973
H 3.26018 -0.54108 -1.16796
H 2.28325 -2.02741 -1.07193
H 2.70464 -1.65337 1.16871
H 2.74268 0.08498 1.00941
H 0.21993 -1.58836 0.69104
H 0.26356 0.12951 0.91318
H 1.17251 -0.17554 3.18777
H 0.92688 -1.94229 3.02020
H -1.30456 0.08285 4.78175
H -1.51308 0.97246 2.43704
H -1.92521 -1.44364 1.47933
H -4.19667 0.35396 4.01580
H -4.30814 -0.35132 2.38378
H -4.38269 -1.39046 3.76969
H -0.75948 -3.04357 4.58371
H -2.41504 -2.59020 5.05539
H -1.66951 -4.52274 2.92530
C -0.85606 -0.59490 -6.17922
C 0.10519 -1.59013 -5.57279
O 0.88030 -1.26947 -4.70394
C 0.05043 -3.00459 -6.10105
H -0.71253 0.37637 -5.71096
H -0.67309 -0.50328 -7.25138
H -1.88447 -0.91978 -6.01361
H 0.27135 -3.01344 -7.16990
H -0.94070 -3.42861 -5.93239
H 0.78787 -3.61221 -5.58155
C 2.03943 3.62013 0.65401
C 1.23217 4.27747 1.74535
O 0.40368 3.67158 2.37890
C 1.51366 5.74220 2.01725
H 1.74733 2.57815 0.55926
H 1.86259 4.12209 -0.29961
H 3.10363 3.66973 0.89621
H 1.31384 6.33434 1.12213
H 2.55600 5.87419 2.31331
H 0.87003 6.09007 2.82283
*
```

For the HOMO-LUMO gap, the calculation gives 6.41 eV.

Atom charges from the Mulliken analysis, given in e for atoms 1 to 5: -0.755, -0.273, -0.528, -0.861, -0.732

In a.u., the E_tot values for the records above are, in order, -465.57002, -549.23446, -4962.58919, -381.11500, -949.61055.